## a
Density functional theory data (the ωB97M-V functional and the def2-TZVPD basis) for the ion CHO6S2 with charge -1.

Its total charge is -1. As for the SMILES: O=COS12([O-])=S(=O)(O1)O2. Its multiplicity is 1.

Last columns: bonded neighbours and bond lengths (Å).
Atoms and positions in Å:
1 O 1.105 -0.522 -2.128  C2 1.215
2 C 1.881 -0.260 -1.230  O1 1.215, O3 1.269, H10 1.125
3 O 1.643 -0.162 0.012  C2 1.269, S4 1.945
4 S -0.229 -0.607 0.295  O3 1.945, O5 1.437, S6 2.491, O8 1.665, O9 1.925
5 O -0.012 -1.488 1.409  S4 1.437
6 S -2.049 0.804 1.246  S4 2.491, O7 1.455, O8 1.699, O9 1.563
7 O -2.761 1.883 0.578  S6 1.455
8 O -0.394 0.942 0.882  S4 1.665, S6 1.699
9 O -2.148 -0.515 0.415  S4 1.925, S6 1.563
10 H 2.963 -0.075 -1.478  C2 1.125

=====

## b
Density functional theory data (the ωB97M-V functional and the def2-TZVPD basis) for a cluster of 2 separate species, CHO6S2 in total.

Its total charge is -1. Its multiplicity is 1.

Last columns: bonded neighbours and bond lengths (Å).
Atoms and positions in Å:
1 C -0.773 0.265 0.820  O7 1.202, S8 1.890, S9 2.062
2 O 0.063 2.309 -1.288  S9 1.450
3 O 0.410 1.026 3.021  S8 1.443
4 O 1.794 -0.624 1.842  S8 1.434
5 O -0.377 3.351 0.831  S9 1.450
6 O 1.345 1.623 0.820  S8 1.588, S9 1.704
7 O -1.894 0.004 1.168  C1 1.202
8 S 0.849 0.452 1.772  C1 1.890, O3 1.443, O4 1.434, O6 1.588, S9 2.527
9 S -0.138 2.103 0.133  C1 2.062, O2 1.450, O5 1.450, O6 1.704, S8 2.527
10 H 0.250 -0.250 -0.442  no bonds

=====

The computed energies, referenced to the most stable structure and given in kJ/mol, are a 0.0; b 244.5.

=====

## a
Density functional theory data (the ωB97M-V functional and the def2-TZVPD basis) for the molecule C14H19N3O.

As for the SMILES: CCN(CC)CCc1nc(-c2ccccc2)no1. Its multiplicity is 1.

Last columns: bonded neighbours and bond lengths (Å).
Atoms and positions in Å:
1 C -4.383 -2.299 0.620  C2 1.530, H19 1.089, H20 1.089, H21 1.089
2 C -3.154 -1.467 0.246  C1 1.530, N3 1.456, H22 1.092, H23 1.101
3 N -3.528 -0.068 0.094  C2 1.456, C4 1.451, C6 1.440
4 C -3.376 0.705 1.312  N3 1.451, C5 1.527, H24 1.092, H25 1.107
5 C -4.278 1.937 1.337  C4 1.527, H26 1.087, H27 1.088, H28 1.087
6 C -3.128 0.592 -1.122  N3 1.440, C7 1.548, H29 1.091, H30 1.099
7 C -1.769 1.333 -1.139  C6 1.548, C8 1.483, H31 1.094, H32 1.091
8 C -0.559 0.526 -0.852  C7 1.483, N9 1.298, O18 1.340
9 N 0.571 0.993 -0.415  C8 1.298, C10 1.369
10 C 1.371 -0.116 -0.351  N9 1.369, C11 1.453, N17 1.310
11 C 2.772 -0.058 0.027  C10 1.453, C12 1.395, C16 1.393
12 C 3.428 1.173 0.056  C11 1.395, C13 1.383, H33 1.079
13 C 4.774 1.226 0.371  C12 1.383, C14 1.386, H34 1.084
14 C 5.469 0.058 0.644  C13 1.386, C15 1.388, H35 1.079
15 C 4.818 -1.167 0.618  C14 1.388, C16 1.382, H36 1.081
16 C 3.470 -1.228 0.317  C11 1.393, C15 1.382, H37 1.081
17 N 0.744 -1.204 -0.723  C10 1.310, O18 1.363
18 O -0.512 -0.798 -1.059  C8 1.340, N17 1.363
19 H -4.776 -1.986 1.585  C1 1.089
20 H -4.131 -3.358 0.671  C1 1.089
21 H -5.166 -2.157 -0.124  C1 1.089
22 H -2.750 -1.845 -0.696  C2 1.092
23 H -2.372 -1.595 1.011  C2 1.101
24 H -3.650 0.043 2.136  C4 1.092
25 H -2.325 1.012 1.477  C4 1.107
26 H -4.325 2.330 2.350  C5 1.087
27 H -5.284 1.666 1.021  C5 1.088
28 H -3.903 2.722 0.686  C5 1.087
29 H -3.147 -0.146 -1.926  C6 1.091
30 H -3.885 1.350 -1.365  C6 1.099
31 H -1.656 1.769 -2.135  C7 1.094
32 H -1.765 2.161 -0.428  C7 1.091
33 H 2.877 2.073 -0.161  C12 1.079
34 H 5.287 2.180 0.386  C13 1.084
35 H 6.519 0.098 0.888  C14 1.079
36 H 5.376 -2.069 0.827  C15 1.081
37 H 2.943 -2.172 0.292  C16 1.081

=====

## b
Density functional theory data (the ωB97M-V functional and the def2-TZVPD basis) for the molecule C14H19N3O.

As for the SMILES: CCN(CC)CCc1nc(-c2ccccc2)no1. Its multiplicity is 1.

Last columns: bonded neighbours and bond lengths (Å).
Atoms and positions in Å:
1 C -4.840 -0.625 -0.987  C2 1.527, H19 1.087, H20 1.086, H21 1.086
2 C -3.812 0.347 -0.412  C1 1.527, N3 1.455, H22 1.093, H23 1.102
3 N -2.699 -0.367 0.195  C2 1.455, C4 1.452, C6 1.438
4 C -1.708 -0.790 -0.777  N3 1.452, C5 1.524, H24 1.092, H25 1.104
5 C -0.769 -1.861 -0.233  C4 1.524, H26 1.087, H27 1.087, H28 1.087
6 C -2.181 0.239 1.391  N3 1.438, C7 1.555, H29 1.093, H30 1.090
7 C -1.518 1.637 1.241  C6 1.555, C8 1.476, H31 1.091, H32 1.092
8 C -0.185 1.565 0.612  C7 1.476, N9 1.298, O18 1.343
9 N 0.802 0.785 0.934  C8 1.298, C10 1.369
10 C 1.781 1.130 0.041  N9 1.369, C11 1.449, N17 1.309
11 C 3.079 0.486 0.005  C10 1.449, C12 1.393, C16 1.394
12 C 3.341 -0.582 0.859  C11 1.393, C13 1.382, H33 1.079
13 C 4.575 -1.204 0.826  C12 1.382, C14 1.386, H34 1.080
14 C 5.551 -0.764 -0.054  C13 1.386, C15 1.387, H35 1.080
15 C 5.292 0.299 -0.906  C14 1.387, C16 1.381, H36 1.080
16 C 4.060 0.924 -0.882  C11 1.394, C15 1.381, H37 1.079
17 N 1.405 2.084 -0.772  C10 1.309, O18 1.363
18 O 0.126 2.380 -0.409  C8 1.343, N17 1.363
19 H -5.715 -0.080 -1.332  C1 1.087
20 H -5.143 -1.331 -0.219  C1 1.086
21 H -4.432 -1.184 -1.824  C1 1.086
22 H -4.301 0.942 0.364  C2 1.093
23 H -3.475 1.036 -1.203  C2 1.102
24 H -2.254 -1.208 -1.625  C4 1.092
25 H -1.119 0.062 -1.160  C4 1.104
26 H -1.345 -2.634 0.268  C5 1.087
27 H -0.051 -1.440 0.466  C5 1.087
28 H -0.216 -2.309 -1.055  C5 1.087
29 H -3.014 0.342 2.091  C6 1.093
30 H -1.448 -0.436 1.834  C6 1.090
31 H -2.147 2.308 0.654  C7 1.091
32 H -1.399 2.053 2.243  C7 1.092
33 H 2.570 -0.909 1.540  C12 1.079
34 H 4.778 -2.032 1.489  C13 1.080
35 H 6.516 -1.249 -0.075  C14 1.080
36 H 6.055 0.638 -1.590  C15 1.080
37 H 3.839 1.751 -1.539  C16 1.079

=====

The computed energies, referenced to the most stable structure and given in kJ/mol, are a 15.9; b 0.0.

=====

## a
Density functional theory data (the ωB97M-V functional and the def2-TZVPD basis) for the molecule C4H4S.

As for the SMILES: CC#CC=S. Its multiplicity is 1.

Last columns: bonded neighbours and bond lengths (Å).
Atoms and positions in Å:
1 C 0.323 0.464 1.749  C2 1.509, H6 1.086, H7 1.061, H8 1.097
2 C 0.142 0.057 0.307  C1 1.509, C3 1.217
3 C -0.041 -0.340 -0.829  C2 1.217, C4 1.369
4 C -0.360 -0.679 -2.117  C3 1.369, S5 1.509, H9 1.082
5 S 0.294 -0.256 -3.409  C4 1.509
6 H 0.196 1.541 1.792  C1 1.086
7 H 1.242 0.237 2.227  C1 1.061
8 H -0.432 0.058 2.434  C1 1.097
9 H -1.364 -1.081 -2.153  C4 1.082

=====

## b
Density functional theory data (the ωB97M-V functional and the def2-TZVPD basis) for the molecule C4H4S.

As for the SMILES: C=C=C1CS1. Its multiplicity is 1.

Last columns: bonded neighbours and bond lengths (Å).
Atoms and positions in Å:
1 C 1.806 1.021 -0.051  C2 1.342, H6 1.004, H7 1.078
2 C 0.517 0.651 -0.003  C1 1.342, C3 1.252
3 C -0.608 0.105 -0.078  C2 1.252, C4 1.440, S5 1.787
4 C -1.331 -1.137 0.018  C3 1.440, S5 1.837, H8 1.129, H9 1.205
5 S -2.374 0.374 -0.040  C3 1.787, C4 1.837
6 H 2.142 1.225 0.873  C1 1.004
7 H 2.453 1.289 -0.869  C1 1.078
8 H -1.299 -1.782 -0.908  C4 1.129
9 H -1.307 -1.747 1.058  C4 1.205

=====

## c
Density functional theory data (the ωB97M-V functional and the def2-TZVPD basis) for a cluster of 2 separate species, C4H4S in total.

As for the SMILES: C#CS.C#C. Its multiplicity is 1.

Last columns: bonded neighbours and bond lengths (Å).
Atoms and positions in Å:
1 C -0.369 -1.922 -0.314  C2 1.213, H4 0.993
2 C -0.915 -0.867 -0.069  C1 1.213, S3 1.720
3 S -2.108 0.345 0.185  C2 1.720, H5 1.325
4 H -0.030 -2.720 -0.799  C1 0.993
5 H -1.190 1.148 0.701  S3 1.325
6 C 1.404 1.250 -0.428  C7 1.179, H8 1.096
7 C 0.931 0.930 0.603  C6 1.179, H9 1.108
8 H 1.618 1.235 -1.503  C6 1.096
9 H 0.658 0.602 1.626  C7 1.108

=====

The computed energies, referenced to the most stable structure and given in kJ/mol, are a 0.0; b 40.7; c 216.1.